Entry 1:
{"formula": "C3H3O3", "method": "ωB97M-V/def2-TZVPD", "total_charge": 1, "e_lumo_ev": -7.12, "fmax_ev_per_a": 5.8, "species": ["C", "C", "C", "O", "O", "O", "H", "H", "H"], "coordinates": [[-2.652430, -0.123667, -0.419026], [-1.940583, -0.010141, 0.631795], [0.506682, -0.335275, -0.377287], [-3.334216, -0.136735, -1.320746], [1.819302, -0.545463, -0.407266], [-0.211761, -0.620198, 0.577423], [-2.328061, 0.045058, 1.713028], [0.159160, 0.312508, -1.166951], [2.383081, -0.836776, 0.329201]], "forces_ev_per_a": [[-0.3, -0.5, -1.5], [3.5, -0.4, 4.7], [3.1, 1.0, 0.5], [-1.0, 0.0, -1.4], [-2.2, 0.6, -1.1], [-3.6, 0.1, 1.0], [1.4, -0.2, -1.9], [0.0, -0.3, -0.7], [-0.8, -0.3, 0.5]], "nbo_charge": [0.6192, -0.1520, 0.7313, -0.2612, -0.6032, -0.4057, 0.3191, 0.1947, 0.5577]}


Entry 2:
{"formula": "C6H12", "method": "ωB97M-V/def2-TZVPD", "e_lumo_ev": [0.21, 0.85], "fmax_ev_per_a": 2.3, "species": ["C", "C", "C", "C", "C", "C", "H", "H", "H", "H", "H", "H", "H", "H", "H", "H", "H", "H"], "coordinates": [[1.849503, 0.850916, -0.645315], [1.639071, -0.356149, 0.277676], [0.636320, -1.267019, -0.239264], [-0.774213, -1.233713, 0.226298], [-0.953525, 0.214436, -0.271672], [-1.848212, 1.014687, 0.643439], [1.476985, 0.626392, -1.663075], [0.037610, 0.885732, -0.242837], [2.862518, 1.315391, -0.643482], [1.472726, -0.067673, 1.323424], [2.599387, -0.894239, 0.207992], [0.786261, -1.602907, -1.274459], [-0.938313, -1.330226, 1.314330], [-1.416333, -1.949514, -0.297347], [-1.298182, 0.205359, -1.313600], [-2.851425, 0.583181, 0.591138], [-1.838277, 2.070314, 0.344414], [-1.441902, 0.935036, 1.662346]], "forces_ev_per_a": [[1.0, -0.8, -0.5], [1.1, 0.5, 0.0], [0.0, -1.7, -0.5], [0.7, 0.7, -0.4], [0.2, 1.5, 0.3], [-0.3, 0.1, -0.1], [0.2, 0.5, 0.5], [-1.8, -1.4, -0.4], [-0.8, -0.2, 0.1], [0.1, -0.1, -0.1], [0.1, 0.1, 0.3], [0.1, 0.0, 0.4], [0.3, 0.1, -0.4], [0.1, 0.2, 0.1], [0.0, 0.1, 0.3], [-0.1, 0.4, 0.4], [-0.3, -0.2, 0.2], [-0.4, 0.1, -0.2]], "nbo_charge": [-0.3671, -0.5580, -0.0680, -0.4735, -0.4008, -0.5971, 0.1685, 0.2355, 0.1753, 0.2147, 0.2560, 0.1785, 0.2085, 0.2173, 0.2057, 0.1997, 0.2070, 0.1981]}


How do the records compare in relative energy (zero: lowest compared OMol25 entry of this formula, charge and spin)? In the order shown, they have 245.1, 491.3 kJ/mol.